{"formula": "C33H46O30", "method": "wB97M-V/def2-TZVPD", "elements": ["C", "C", "O", "C", "O", "O", "H", "H", "H", "H", "C", "C", "O", "C", "O", "O", "H", "H", "H", "H", "C", "C", "O", "C", "O", "O", "H", "H", "H", "H", "C", "C", "O", "C", "O", "O", "H", "H", "H", "H", "C", "C", "O", "C", "O", "O", "H", "H", "H", "H", "C", "C", "O", "C", "O", "O", "H", "H", "H", "H", "C", "C", "O", "C", "O", "O", "H", "H", "H", "H", "C", "C", "C", "O", "C", "O", "O", "H", "H", "H", "H", "H", "H", "C", "C", "C", "O", "C", "O", "O", "H", "H", "H", "H", "H", "H", "C", "C", "C", "O", "C", "O", "O", "H", "H", "H", "H", "H", "H"], "coordinates": [[2.43945, 4.41794, 0.11305], [2.49120, 4.73536, -1.41904], [3.36242, 3.77268, -1.91975], [3.34260, 2.69587, -1.03263], [3.79658, 1.54934, -1.24816], [2.68253, 2.99575, 0.10125], [1.42017, 4.60910, 0.44864], [3.14939, 4.84204, 0.82314], [3.00075, 5.68896, -1.55730], [1.49793, 4.62435, -1.85402], [-1.59361, 1.16461, 5.35626], [-2.46362, 1.48079, 6.56541], [-2.78017, 0.25399, 7.13253], [-2.35517, -0.67596, 6.28864], [-2.27714, -1.86691, 6.53831], [-1.94462, -0.21025, 5.13580], [-0.52374, 1.18736, 5.56356], [-1.90692, 1.76878, 4.50484], [-3.34706, 2.07574, 6.33372], [-1.97535, 2.10837, 7.31096], [1.32474, -0.90082, -5.36085], [2.38225, -1.21265, -4.29785], [3.05978, 0.07754, -4.27601], [2.21740, 0.97827, -4.63183], [2.38233, 2.17019, -4.45563], [1.08379, 0.45273, -5.14394], [0.44139, -1.53937, -5.35382], [1.73183, -0.93526, -6.37139], [3.15090, -1.90861, -4.63387], [1.99357, -1.57270, -3.34527], [-1.26099, 4.11638, -5.67977], [-1.90170, 2.86691, -5.09527], [-2.57193, 2.27346, -6.19730], [-2.68091, 3.14455, -7.22336], [-3.37500, 2.97941, -8.25750], [-1.85372, 4.24809, -6.95950], [-0.17612, 4.03749, -5.75002], [-1.39586, 4.97001, -5.01553], [-2.54033, 3.24469, -4.29682], [-1.15143, 2.18334, -4.69785], [-3.64504, -2.16458, -2.80477], [-2.35288, -1.44593, -2.26949], [-1.72903, -1.01683, -3.38627], [-2.44347, -1.18435, -4.53132], [-2.09443, -0.95313, -5.66942], [-3.61546, -1.78620, -4.21584], [-4.55708, -1.73558, -2.38973], [-3.53885, -3.22865, -2.59366], [-1.67873, -2.09306, -1.70838], [-2.63121, -0.58799, -1.65746], [-4.08729, 1.81401, -0.10865], [-5.35954, 2.67884, 0.22042], [-6.01027, 2.72324, -1.04685], [-5.30692, 2.10144, -2.00275], [-5.67707, 1.92908, -3.15932], [-4.22138, 1.54040, -1.48240], [-3.92306, 0.92985, 0.50729], [-3.26875, 2.53359, -0.09161], [-5.10157, 3.70494, 0.48248], [-5.78325, 2.10517, 1.04472], [-1.30859, -4.69559, 0.16135], [-1.02597, -4.25367, 1.56380], [-2.06219, -3.22076, 1.78299], [-2.93988, -3.15575, 0.77033], [-3.94582, -2.43674, 0.61339], [-2.53840, -4.03072, -0.16470], [-1.42676, -5.77305, 0.04640], [-0.51552, -4.28797, -0.46554], [0.03121, -4.02369, 1.69644], [-1.30389, -4.99472, 2.31327], [-1.04483, 0.10449, 1.18565], [0.14008, 0.68362, 0.32382], [0.60475, -0.19873, -0.82896], [0.42821, 0.73653, -1.92663], [-0.06390, 1.94100, -1.53501], [-0.16796, 2.92433, -2.29728], [-0.34964, 1.92425, -0.18604], [-1.88671, -0.19065, 0.55938], [-1.21982, 0.87795, 1.93347], [-0.76302, -0.77597, 1.76313], [0.99232, 1.03056, 0.90813], [0.08812, -1.13731, -1.02962], [1.68326, -0.32630, -0.73598], [5.66381, -0.58131, 0.96763], [5.01350, -1.61724, 0.11503], [5.43461, -3.07367, 0.37774], [4.38135, -3.69201, 1.09540], [3.33116, -2.84698, 1.02157], [2.17735, -3.14741, 1.39912], [3.65726, -1.66090, 0.42716], [5.14495, 0.37727, 0.96560], [6.66537, -0.32599, 0.62153], [5.77822, -0.92080, 1.99708], [5.11881, -1.30653, -0.92442], [6.36355, -3.12049, 0.94606], [5.66758, -3.56601, -0.56641], [2.17743, -2.06857, 7.45725], [2.32513, -2.00590, 5.95083], [1.25585, -2.60730, 5.08778], [0.92793, -1.49282, 4.22470], [1.71455, -0.47405, 4.41492], [1.68521, 0.48950, 3.65252], [2.51576, -0.68965, 5.46475], [1.18216, -1.82772, 7.83079], [2.87076, -1.33788, 7.87377], [2.50728, -3.01096, 7.89453], [3.21044, -2.60258, 5.73106], [0.36331, -2.86068, 5.65986], [1.61168, -3.50593, 4.58386]], "forces_ev_per_angstrom": [[-1.0181, -0.3381, -0.7330], [0.5456, 1.1638, 1.8649], [0.7300, -2.9168, 1.1602], [0.9466, -3.1255, -1.7312], [-1.2643, 4.0945, 0.5943], [0.2383, 0.2803, -0.4660], [0.1063, -0.2064, 0.2926], [0.1635, 0.3932, -0.5081], [-0.6156, 0.2009, -0.3533], [0.1283, 0.2385, -0.1376], [-0.5882, 0.0311, -0.0318], [0.2371, 2.5352, 0.3564], [-0.1903, -0.4733, 0.3756], [0.3351, -4.4606, 0.8951], [-0.5894, 1.6459, 0.0805], [0.4402, 1.2017, -1.1418], [-0.0299, 0.3442, -0.1879], [0.4738, -0.1621, -0.0634], [-0.3603, -0.4674, -0.3793], [0.4127, -0.2181, 0.0457], [0.4279, -1.3529, -0.5124], [0.7621, -0.0891, -1.4940], [1.2124, -2.6768, 1.3656], [-1.6285, 4.3727, 0.4687], [-0.2492, -1.5379, -0.6803], [-0.5629, 0.9938, 0.3712], [-0.1747, 0.4884, 0.3467], [0.3066, -0.5721, -0.0680], [-0.2357, -0.1648, -0.0369], [-0.0313, 0.6962, 0.2349], [1.0641, -0.2374, 0.3513], [0.8653, 0.5571, 0.3723], [-0.7930, 0.2512, -0.4719], [-1.2008, 0.0997, -2.5770], [3.0172, 0.8551, 4.2597], [-1.3936, -0.6956, -0.8106], [0.0540, -0.2741, -0.4802], [-0.6000, 0.2690, -0.4288], [-0.6718, -0.8420, -0.1117], [-0.2665, -0.0965, -0.0586], [0.9123, 1.2119, 0.0565], [-2.1948, -0.5848, 1.5404], [2.0372, 1.2964, -2.9423], [-0.2771, -0.8464, -1.3107], [-0.2331, -0.0319, 2.4602], [0.1392, -0.5682, 0.6138], [0.1413, -0.2985, 0.0634], [-0.4238, -0.0609, -0.6718], [-0.2236, -0.1915, 0.0104], [0.0399, 0.0273, 0.1781], [0.3611, 2.5193, -0.0757], [1.7834, -1.1397, -0.3083], [-1.0039, 0.3177, 0.5244], [-1.6402, -1.4752, -2.6374], [1.0218, 0.9499, 2.7973], [0.5842, -1.0331, -0.5396], [-0.1632, 0.0341, -0.3012], [0.6176, -0.5904, 0.6693], [-0.1142, -0.2204, 0.2674], [-1.3917, 0.5587, -0.3814], [-0.1143, 0.5217, -0.3209], [-1.5153, -0.6342, 1.1072], [0.5649, 0.9977, 0.4681], [-1.4826, 1.0936, -0.7835], [3.4258, -2.0459, 1.0506], [-0.4251, -0.5683, -1.0622], [0.0125, 0.1801, -0.1387], [-0.1648, -0.2905, -0.4500], [-0.3778, 1.0969, 0.2136], [0.2006, -0.2148, -0.1021], [1.9163, 0.2327, -0.0735], [-1.3248, -0.9821, 2.3964], [0.5490, 1.9951, -0.3630], [-0.4238, 0.4973, -0.4974], [0.1911, 1.9649, -1.4043], [0.0311, -3.2117, 2.7679], [0.1026, 0.1734, -2.8756], [-0.1030, 0.4471, 0.0494], [-0.7038, -0.0417, -0.1522], [0.3121, -0.0803, -0.1243], [-0.0345, -0.7423, 0.4453], [-0.1596, 0.2795, 0.1188], [-0.0839, -0.4571, -0.0787], [0.9505, 0.6756, 0.7100], [0.9428, 0.1589, -0.2113], [1.9435, 0.4195, -0.6691], [-0.6166, 0.9830, -0.3167], [-3.5223, -0.4575, 0.4886], [3.6962, 1.1071, -1.0659], [-2.3408, -1.5109, 0.9650], [-0.3903, -0.2385, -0.1304], [0.1349, -0.2926, -0.1855], [-0.1648, -0.0248, 0.1394], [-0.1211, -0.3147, -0.1175], [-0.1760, -0.0081, 0.3073], [-0.5248, -0.4108, 0.0277], [0.0691, 0.7299, 0.3547], [1.2821, -1.5827, 0.8767], [-1.2086, 0.5994, 0.4203], [-1.2127, -2.2933, -0.6074], [0.2744, 2.0806, -2.1266], [0.4484, -1.3279, 2.1651], [0.2834, 0.9604, 0.0907], [-0.1003, -0.0289, -0.1579], [-0.0202, 0.1513, 0.0423], [-0.2342, -0.2146, -0.3715], [0.5398, 0.4930, -0.0761], [-0.1474, 0.0544, -0.1214], [-0.1535, 0.4019, -0.6062]], "mulliken_charge": [-0.384, -0.179, -0.296, 0.565, -0.479, -0.198, 0.231, 0.320, 0.389, 0.094, -0.077, -0.431, -0.335, 0.549, -0.599, -0.052, 0.178, 0.237, 0.273, 0.296, -0.351, 0.013, -0.320, 0.563, -0.566, -0.157, 0.162, 0.348, 0.397, -0.104, -0.245, 0.736, -0.298, 0.554, -0.601, -0.375, 0.186, 0.305, 0.009, -0.311, -0.192, 0.786, -0.039, 0.409, -0.553, -0.406, 0.314, 0.195, -0.313, -0.274, 0.021, -0.289, -0.360, 0.499, -0.559, -0.107, 0.149, 0.061, 0.268, 0.310, -0.304, 0.200, -0.277, 0.715, -0.605, -0.315, 0.305, 0.237, -0.064, 0.280, -0.283, 0.587, 0.547, 0.475, 0.452, -0.647, -0.653, -0.573, 0.183, 0.082, 0.427, -0.405, -0.154, -1.429, 0.690, -0.559, -0.330, 0.126, -0.492, 0.059, 0.193, 0.392, 0.415, 0.190, 0.356, 0.277, -1.456, 0.534, -0.436, -0.065, 0.496, -0.609, -0.401, 0.308, 0.353, 0.391, 0.257, 0.275, 0.289], "max_force_ev_per_a": 5.29, "de_lowest_kj_mol": 285.8, "total_charge": 0}